No. 1
{"formula": "C26H26N2O3SSbSc", "method": "ωB97M-V/def2-TZVPD", "homo_lumo_gap_ev": 7.948, "spin_multiplicity": 1, "charge": 2, "max_force_ev_per_a": 3.196, "elements": ["Sb", "Sc", "S", "O", "O", "O", "N", "N", "C", "C", "C", "C", "C", "C", "C", "C", "C", "C", "C", "C", "C", "C", "C", "C", "C", "C", "C", "C", "C", "C", "C", "C", "C", "C", "H", "H", "H", "H", "H", "H", "H", "H", "H", "H", "H", "H", "H", "H", "H", "H", "H", "H", "H", "H", "H", "H", "H", "H", "H", "H"], "positions_angstrom": [[-1.031, -0.677, -1.222], [1.881, -0.286, 0.429], [-0.116, -1.759, 0.614], [3.244, 0.890, -0.441], [3.571, -1.163, -0.112], [0.596, 1.575, 0.635], [2.175, -0.448, 2.649], [3.971, -0.115, -0.705], [2.241, 1.976, 2.995], [-3.958, 1.320, 1.256], [-3.307, 3.009, -0.332], [-1.698, -2.279, -3.778], [2.095, 1.669, -3.319], [-0.061, 1.834, 1.911], [2.176, 0.341, 4.899], [0.788, 0.023, -2.147], [-3.098, 0.414, 0.651], [2.810, -0.633, -3.281], [-3.445, -4.035, -2.490], [2.176, -0.958, 5.377], [-2.449, 2.111, -0.954], [-1.948, -2.177, -2.418], [-3.207, -4.154, -3.853], [-2.813, -3.041, -1.759], [-2.335, -3.284, -4.493], [-2.344, 0.825, -0.442], [2.994, 0.679, -3.696], [0.846, 2.605, 2.855], [2.198, -2.006, 4.466], [0.991, 1.348, -2.545], [-4.052, 2.618, 0.773], [2.189, -1.713, 3.123], [1.705, -0.971, -2.506], [2.195, 0.570, 3.532], [-4.560, 1.005, 2.098], [2.832, 2.589, 3.673], [-0.987, 2.379, 1.727], [2.203, -2.510, 2.388], [-2.984, -2.958, -0.692], [3.840, 0.932, -4.322], [-1.022, -1.599, -4.283], [0.810, 2.429, 0.244], [3.514, -1.400, -3.576], [-4.120, -4.717, -1.990], [2.184, 1.183, 5.578], [2.227, -3.034, 4.796], [-3.015, -0.595, 1.036], [-3.702, -4.930, -4.420], [0.956, 3.636, 2.512], [-4.712, 3.328, 1.253], [1.534, -2.011, -2.248], [-0.318, 0.853, 2.310], [-2.148, -3.382, -5.554], [0.350, 2.635, 3.827], [-1.905, 2.417, -1.838], [0.267, 2.113, -2.294], [2.241, 2.691, -3.641], [2.180, -1.150, 6.442], [-3.403, 4.011, -0.728], [2.756, 1.980, 2.031]], "lowdin_charge": [1.418, 0.816, 0.216, -0.136, -0.126, -0.181, 0.000, -0.041, -0.114, -0.052, -0.057, -0.113, -0.034, -0.183, 0.022, -0.407, -0.137, -0.054, -0.049, 0.006, -0.118, -0.351, -0.040, -0.124, -0.053, -0.349, -0.021, -0.131, -0.010, -0.112, -0.046, -0.123, -0.169, -0.249, 0.121, 0.136, 0.126, 0.108, 0.098, 0.131, 0.105, 0.129, 0.133, 0.121, 0.136, 0.128, 0.093, 0.121, 0.132, 0.121, 0.117, 0.112, 0.120, 0.137, 0.097, 0.096, 0.128, 0.132, 0.120, 0.104]}



No. 2
{"formula": "C3H2BrNO2", "method": "ωB97M-V/def2-TZVPD", "homo_lumo_gap_ev": [5.685, 5.684], "relative_energy_kj_mol": 408.4, "spin_multiplicity": 1, "max_force_ev_per_a": 4.725, "elements": ["Br", "O", "O", "N", "C", "C", "C", "H", "H"], "positions_angstrom": [[2.050, -1.779, -1.810], [0.701, -0.515, 2.190], [-2.031, 1.117, -0.812], [-0.955, 0.675, 1.137], [0.206, -0.091, 1.229], [0.290, 0.018, -0.346], [-1.278, 0.727, -0.055], [-0.053, -0.800, -0.904], [1.068, 0.648, -0.628]], "lowdin_charge": [0.016, 0.196, 0.269, 0.290, -0.416, 0.035, -0.469, 0.007, 0.073]}



No. 3
{"formula": "C21H36OsP2S", "method": "ωB97M-V/def2-TZVPD", "homo_lumo_gap_ev": [5.894, 6.274], "s2": 6.034, "relative_energy_kj_mol": 329.1, "spin_multiplicity": 5, "charge": 2, "max_force_ev_per_a": 5.476, "elements": ["Os", "S", "P", "P", "C", "C", "C", "C", "C", "C", "C", "C", "C", "C", "C", "C", "C", "C", "C", "C", "C", "C", "C", "C", "C", "H", "H", "H", "H", "H", "H", "H", "H", "H", "H", "H", "H", "H", "H", "H", "H", "H", "H", "H", "H", "H", "H", "H", "H", "H", "H", "H", "H", "H", "H", "H", "H", "H", "H", "H", "H"], "positions_angstrom": [[0.836, -0.206, 0.401], [1.123, 1.352, 2.833], [-0.229, 2.073, 1.124], [-0.077, -2.345, 0.285], [-1.136, -3.719, -0.115], [-1.950, 2.693, 0.867], [0.746, 3.429, 0.451], [-1.467, 0.643, -4.135], [1.098, 0.162, 6.713], [1.100, -1.244, -3.081], [-0.900, -0.767, -4.497], [-0.891, 0.699, 4.799], [-0.216, -1.470, -3.339], [1.685, -2.697, -0.179], [-0.598, 1.488, -3.227], [-0.176, -1.752, 1.961], [1.572, 0.946, -4.334], [-0.976, -0.443, -0.437], [-0.300, 0.947, -0.603], [-0.247, -0.049, 7.039], [0.756, 1.533, -3.222], [1.456, 0.633, 5.448], [0.464, 0.905, 4.469], [-1.229, 0.206, 6.078], [2.048, -0.511, -3.987], [-1.231, -0.915, -1.402], [-0.312, -0.701, -5.433], [-0.167, -2.757, 2.402], [0.779, -1.274, 2.312], [1.308, 2.191, -2.524], [1.673, -1.866, -2.411], [2.076, -1.100, -4.946], [1.831, 3.198, 0.530], [0.540, 4.386, 0.982], [-1.075, -1.265, 2.347], [-2.273, 0.054, 6.348], [-2.695, 1.919, 1.168], [-1.073, -4.577, 0.590], [-1.599, 1.223, -5.073], [-0.991, 1.635, -1.049], [-2.085, 2.938, -0.218], [-0.510, -0.459, 8.021], [0.448, 3.580, -0.617], [-0.727, -2.388, -2.973], [1.878, -0.016, 7.455], [-0.895, -4.134, -1.109], [-1.207, 2.317, -2.804], [2.484, 1.550, -4.425], [-1.660, 0.993, 4.088], [3.065, -0.452, -3.482], [-1.775, -1.384, -4.743], [0.658, 0.858, -1.184], [-2.166, -3.326, -0.116], [1.058, 0.964, -5.317], [2.328, -1.781, -0.067], [-1.835, -0.369, 0.247], [1.659, -3.014, -1.231], [-2.135, 3.648, 1.417], [-2.468, 0.514, -3.640], [2.491, 0.861, 5.193], [2.111, -3.554, 0.353]], "lowdin_charge": [0.917, 0.666, 0.627, 0.776, -0.170, -0.235, -0.263, -0.156, -0.055, -0.148, -0.168, -0.103, -0.114, -0.201, -0.149, -0.294, -0.161, -0.335, -0.561, -0.051, -0.137, -0.111, -0.551, -0.061, -0.153, 0.048, 0.121, 0.082, 0.028, 0.114, 0.044, 0.141, 0.062, 0.085, 0.081, 0.114, 0.060, 0.093, 0.135, 0.041, 0.059, 0.124, 0.069, 0.111, 0.121, 0.076, 0.121, 0.119, 0.096, 0.131, 0.115, 0.031, 0.080, 0.122, 0.049, 0.086, 0.047, 0.078, 0.125, 0.102, 0.082]}



Total energy (Eh)
-2740.27000; -2894.59248; -1992.32992